No. 1
C9H14 | the ωB97M-V functional and the def2-TZVPD basis

Each atom is followed by the atoms it is bonded to, with distances in Å.
Geometry (Å):
1 C 1.72158 0.12208 0.46404  C2 1.505, H8 1.088, H9 1.091, H10 1.089
2 C 0.89392 -1.05095 0.01075  C1 1.505, C3 1.402, C7 1.384
3 C 0.53173 -2.03514 0.94153  C2 1.402, C4 1.380, H11 1.081
4 C -0.33358 -3.03044 0.53590  C3 1.380, C5 1.396, H12 1.085
5 C -0.75823 -3.10636 -0.79138  C4 1.396, C6 1.378, H13 1.074
6 C -0.25648 -2.23207 -1.73106  C5 1.378, C7 1.404, H14 1.080
7 C 0.53731 -1.14795 -1.32257  C2 1.384, C6 1.404, H15 1.081
8 H 2.62129 -0.15892 1.00740  C1 1.088
9 H 1.13499 0.74279 1.14285  C1 1.091
10 H 2.01933 0.79372 -0.33933  C1 1.089
11 H 0.86863 -1.92441 1.96290  C3 1.081
12 H -0.60904 -3.83970 1.20446  C4 1.085
13 H -1.43932 -3.86936 -1.12006  C5 1.074
14 H -0.33190 -2.41290 -2.79274  C6 1.080
15 H 0.81032 -0.36472 -2.01562  C7 1.081
16 C -1.24352 2.25731 0.32544  C17 1.522, H18 1.092, H19 1.090, H20 1.088
17 C -0.51587 3.59191 0.40457  C16 1.522, H21 1.099, H22 1.083, H23 1.081
18 H -2.30964 2.37067 0.53290  C16 1.092
19 H -1.23929 1.87977 -0.69707  C16 1.090
20 H -0.89261 1.48900 1.01044  C16 1.088
21 H -1.14193 4.34910 -0.08717  C17 1.099
22 H 0.46047 3.60663 -0.06300  C17 1.083
23 H -0.52817 3.96994 1.41684  C17 1.081

SMILES string   Cc1ccccc1.CC
E_HOMO   -9.002 eV
Total charge   0
Gap between HOMO and LUMO   10.03 eV

Want to see where the charge sits? The Löwdin charges in e are: -0.061 -0.288 -0.051 -0.090 -0.102 -0.088 -0.053 0.079 0.060 0.075 0.111 0.101 0.095 0.099 0.106 -0.175 -0.166 0.063 0.063 0.045 0.064 0.057 0.056

***

No. 2
C4H11N2O | the ωB97M-V functional and the def2-TZVPD basis

Each atom is followed by the atoms it is bonded to, with distances in Å.
Geometry (Å):
1 O 1.15541 0.72950 -1.31636  C2 1.250
2 C 0.13466 0.04449 -1.08935  O1 1.250, N3 1.403, C4 1.568
3 N -0.79567 -0.49722 -1.98908  C2 1.403, H8 1.030, H9 1.119
4 C -0.10826 -0.43021 0.38557  C2 1.568, N5 1.425, C7 1.631, H10 1.174
5 N 0.36457 0.49588 1.35991  C4 1.425, C6 1.455, H12 1.041
6 C -0.65592 1.40696 1.85422  N5 1.455, H13 1.089, H14 1.095, H15 1.061
7 C 0.56444 -1.90497 0.56297  C4 1.631, H16 1.069, H17 1.106, H18 1.103
8 H -0.87845 0.04132 -2.86319  N3 1.030
9 H -1.68234 -0.27297 -1.34493  N3 1.119
10 H -1.24364 -0.69314 0.52570  C4 1.174
11 H -2.23906 0.79993 -0.52561  no bonds
12 H 1.11915 1.14195 1.04868  N5 1.041
13 H -1.07786 2.06032 1.09197  C6 1.089
14 H -0.25363 2.11353 2.58775  C6 1.095
15 H -1.50619 0.88522 2.21449  C6 1.061
16 H -0.06718 -2.50638 -0.05567  C7 1.069
17 H 0.34534 -2.16595 1.61513  C7 1.106
18 H 1.64866 -1.92806 0.36019  C7 1.103

E_HOMO   -14.449 eV
Total charge   +1
Gap between HOMO and LUMO   5.01 eV

Want to see where the charge sits? The Löwdin charges in e are: 0.115 -0.461 0.178 -0.318 0.036 -0.050 0.043 0.138 0.058 0.150 0.362 0.166 0.100 0.120 0.083 0.074 0.098 0.109

***

No. 3
C10H40N8O10 | the ωB97M-V functional and the def2-TZVPD basis

Each atom is followed by the atoms it is bonded to, with distances in Å.
Geometry (Å):
1 N -7.06266 -8.72589 10.53760  C2 1.325, H5 1.003, H6 1.006
2 C -8.02104 -9.41806 11.13659  N1 1.325, N3 1.388, O4 1.212
3 N -9.16387 -9.56202 10.36289  C2 1.388, H7 1.005, H8 1.055
4 O -7.93424 -9.80293 12.28300  C2 1.212
5 H -6.16475 -8.64304 10.97687  N1 1.003
6 H -7.10496 -8.76323 9.53332  N1 1.006
7 H -9.04977 -9.37598 9.38212  N3 1.005
8 H -10.05043 -9.80692 10.87901  N3 1.055
9 N -8.03966 -10.62512 5.92224  C10 1.334, H13 1.028, H14 0.972
10 C -8.06245 -10.56900 7.25474  N9 1.334, N11 1.372, O12 1.253
11 N -8.21978 -11.72129 7.98343  C10 1.372, H15 0.999, H16 0.998
12 O -7.83898 -9.46039 7.79416  C10 1.253
13 H -8.55155 -11.40184 5.48459  N9 1.028
14 H -8.04700 -9.72624 5.55211  N9 0.972
15 H -8.75728 -12.46543 7.58989  N11 0.999
16 H -8.31130 -11.72097 8.97701  N11 0.998
17 N -10.03455 -14.56639 11.63810  C18 1.397, H21 1.039, H22 1.002
18 C -9.77823 -13.22837 11.32775  N17 1.397, N19 1.402, O20 1.243
19 N -8.53859 -12.70480 11.72133  C18 1.402, H23 1.024, H24 1.013
20 O -10.55503 -12.60052 10.58757  C18 1.243
21 H -9.43352 -15.01227 12.35831  N17 1.039
22 H -10.74912 -15.00654 11.09072  N17 1.002
23 H -7.80802 -13.28325 12.14674  N19 1.024
24 H -8.50186 -11.70542 11.88396  N19 1.013
25 N -12.17465 -15.20668 5.37458  C26 1.347, H29 0.982, H30 1.032
26 C -12.44381 -13.89249 5.25289  N25 1.347, N27 1.409, O28 1.202
27 N -13.65537 -13.54929 5.88478  C26 1.409, H31 0.957, H32 0.983
28 O -11.70340 -13.16377 4.64886  C26 1.202
29 H -12.52959 -15.66129 6.16972  N25 0.982
30 H -11.38550 -15.53426 4.79545  N25 1.032
31 H -13.95899 -14.22105 6.49460  N27 0.957
32 H -13.66046 -12.59318 6.11438  N27 0.983
33 C -12.68235 -15.81457 9.75033  O34 1.426, H35 1.100, H36 1.087, H37 1.085
34 O -12.37937 -15.81482 8.35644  C33 1.426, H38 0.929
35 H -11.80901 -16.27427 10.23660  C33 1.100
36 H -12.79017 -14.79988 10.12377  C33 1.087
37 H -13.54930 -16.45742 9.86212  C33 1.085
38 H -11.66380 -15.24184 8.20464  O34 0.929
39 C -11.13031 -5.22832 5.37323  O40 1.387, H41 1.088, H42 1.075, H43 1.094
40 O -11.40898 -6.53344 4.99566  C39 1.387, H44 0.981
41 H -10.97007 -4.50727 4.57415  C39 1.088
42 H -11.86715 -4.87162 6.07008  C39 1.075
43 H -10.20857 -5.24863 5.96251  C39 1.094
44 H -10.64661 -7.09414 5.25337  O40 0.981
45 C -13.07780 -9.80414 3.54551  O46 1.407, H47 1.101, H48 1.136, H49 1.055
46 O -13.09095 -9.28164 4.85230  C45 1.407, H50 0.979
47 H -12.35500 -9.22274 2.95224  C45 1.101
48 H -12.62762 -10.83045 3.73238  C45 1.136
49 H -14.03642 -9.82030 3.10526  C45 1.055
50 H -12.74346 -8.36998 4.77328  O46 0.979
51 C -8.89554 -13.34860 4.41135  O52 1.378, H53 1.116, H54 1.107, H55 1.096
52 O -9.41708 -13.34642 5.68702  C51 1.378, H56 0.989
53 H -8.81853 -12.31271 4.00288  C51 1.116
54 H -7.85380 -13.72406 4.43057  C51 1.107
55 H -9.53819 -13.89157 3.70889  C51 1.096
56 H -10.36877 -13.10909 5.55851  O52 0.989
57 C -7.57045 -7.37398 5.35726  O58 1.422, H59 1.128, H60 1.076, H61 1.071
58 O -8.85951 -7.90090 5.64426  C57 1.422, H62 0.948
59 H -6.79873 -7.98868 5.90428  C57 1.128
60 H -7.41073 -7.55632 4.30867  C57 1.076
61 H -7.47079 -6.36496 5.70156  C57 1.071
62 H -8.96891 -8.21578 6.53194  O58 0.948
63 C -11.68465 -11.31487 7.79028  O64 1.439, H65 1.099, H66 1.135, H67 1.152
64 O -11.74482 -12.66836 8.27482  C63 1.439, H68 1.006
65 H -11.57669 -10.57306 8.59416  C63 1.099
66 H -10.88962 -11.14979 6.99699  C63 1.135
67 H -12.69511 -11.09226 7.28353  C63 1.152
68 H -11.23434 -12.60876 9.14008  O64 1.006

SMILES string   NC(N)=O.NC(N)=O.NC(N)=O.NC(N)=O.CO.CO.CO.CO.CO.CO
E_HOMO   -9.658 eV
Total charge   0
Gap between HOMO and LUMO   10.12 eV

Want to see where the charge sits? The Löwdin charges in e are: 0.173 -0.715 0.149 0.005 0.112 0.064 0.048 0.136 0.214 -0.611 0.208 -0.055 0.073 0.047 0.068 0.073 0.157 -0.556 0.166 -0.016 0.121 0.043 0.110 0.047 0.188 -0.632 0.204 0.028 0.056 0.137 0.056 0.069 -0.121 -0.123 0.069 0.081 0.089 0.032 -0.177 -0.130 0.078 0.072 0.075 0.054 -0.161 -0.149 0.084 0.082 0.055 0.050 -0.198 -0.169 0.079 0.099 0.079 0.029 -0.115 -0.156 0.093 0.084 0.073 0.054 -0.149 -0.178 0.074 0.076 0.085 0.014

***

No. 4
C4H7N3O | the ωB97M-V functional and the def2-TZVPD basis

Each atom is followed by the atoms it is bonded to, with distances in Å.
Geometry (Å):
1 H -1.38030 -2.20965 -0.30760  N2 0.999
2 N -2.26175 -1.80945 -0.06211  H1 0.999, C3 1.278
3 C -1.94364 -0.57957 0.07894  N2 1.278, N4 1.431, H10 1.133
4 N -0.69744 0.04800 -0.24085  C3 1.431, C5 1.465, N7 1.489
5 C -0.49774 1.49866 -0.19733  N4 1.465, O6 1.233, H11 1.039
6 O -1.48339 2.21587 -0.01415  C5 1.233
7 N 0.42938 -0.91698 -0.10896  N4 1.489, C8 1.534, C9 1.483
8 C 1.73609 -0.28357 -0.60301  N7 1.534, C9 1.494, H12 1.151, H13 1.239
9 C 1.29258 -0.14343 0.81660  N7 1.483, C8 1.494, H14 1.125, H15 1.131
10 H -2.75547 0.20775 0.15549  C3 1.133
11 H 0.39575 2.02740 -0.14920  C5 1.039
12 H 1.84526 0.82227 -0.90217  C8 1.151
13 H 2.60776 -0.95079 -1.17834  C8 1.239
14 H 1.77748 -0.80953 1.58248  C9 1.125
15 H 0.93543 0.88300 1.13021  C9 1.131

SMILES string   [H]/N=C\N(C=O)N1CC1
E_HOMO   -9.554 eV
Total charge   0
Gap between HOMO and LUMO   10.14 eV

Want to see where the charge sits? The Löwdin charges in e are: 0.012 0.103 -0.237 -0.066 -0.244 0.028 -0.001 -0.132 -0.181 0.131 0.097 0.103 0.162 0.118 0.108